{"formula": "C5H12N2O2", "method": "ωB97M-V with the def2-TZVPD basis set", "symbols": ["C", "N", "C", "C", "N", "O", "H", "H", "H", "H", "H", "H", "H", "H", "C", "C", "O", "H", "H", "H", "H"], "positions_angstrom": [[-0.766, 0.752, -1.570], [-0.151, 0.569, -0.246], [-0.738, 1.482, 0.743], [1.350, 0.411, -0.136], [1.958, 0.216, -1.374], [1.963, 0.917, 0.796], [-0.546, 1.752, -1.944], [-0.418, 0.006, -2.281], [-1.845, 0.617, -1.473], [-0.173, 1.442, 1.673], [-1.780, 1.202, 0.910], [-0.712, 2.507, 0.368], [1.585, -0.584, -1.874], [2.959, 0.126, -1.252], [-0.662, -1.605, 1.689], [-0.168, -1.521, 0.271], [-0.602, -2.088, -0.718], [-0.086, -0.926, 2.319], [-1.726, -1.360, 1.715], [-0.517, -2.623, 2.049], [1.077, -1.293, 0.335]], "mulliken_charge": [-1.072, 0.158, -1.112, 0.366, -0.479, -0.607, 0.362, 0.374, 0.350, 0.360, 0.324, 0.350, 0.282, 0.259, -1.130, 0.760, -0.598, 0.270, 0.268, 0.392, 0.122], "orbital_gap_ev": 10.03, "smiles": "CN(C)C(N)=O.CC=O", "lumo_energy_ev": 0.9}

***

{"formula": "C5H12N2O2", "method": "ωB97M-V with the def2-TZVPD basis set", "symbols": ["C", "N", "C", "C", "C", "N", "C", "O", "O", "H", "H", "H", "H", "H", "H", "H", "H", "H", "H", "H", "H"], "positions_angstrom": [[-1.020, -0.819, -1.398], [-0.455, -0.817, -0.057], [0.620, -2.047, 0.021], [0.285, 0.322, 0.316], [0.792, 0.299, 1.752], [1.304, 0.757, -0.571], [-1.085, 1.472, 0.353], [-1.840, 1.560, 1.285], [-1.155, 2.362, -0.667], [-0.280, -0.696, -2.201], [-1.512, -1.779, -1.552], [-1.771, -0.036, -1.477], [0.003, -2.920, -0.173], [1.398, -1.937, -0.737], [1.054, -2.144, 1.010], [0.126, -0.293, 2.371], [0.787, 1.318, 2.138], [1.801, -0.102, 1.802], [0.982, 0.940, -1.511], [1.822, 1.550, -0.218], [-1.858, 3.011, -0.486]], "mulliken_charge": [-0.993, -0.244, -1.001, 1.304, -1.928, -0.609, 0.222, -0.586, -0.440, 0.359, 0.362, 0.302, 0.400, 0.355, 0.309, 0.379, 0.472, 0.491, 0.237, 0.247, 0.361], "orbital_gap_ev": 9.53, "smiles": "CN(C)[C@@](C)(N)C(=O)O", "lumo_energy_ev": 0.7}

***

{"formula": "C5H12N2O2Sn", "method": "ωB97M-V with the def2-TZVPD basis set", "symbols": ["Sn", "C", "C", "O", "N", "C", "H", "H", "H", "H", "H", "H", "H", "O", "C", "N", "C", "H", "H", "H", "H", "H"], "positions_angstrom": [[2.174, 0.382, -1.906], [-0.214, -1.793, 2.246], [0.409, -1.871, 0.827], [0.750, -0.755, 0.364], [0.746, -3.031, 0.339], [0.371, -4.441, 0.675], [0.530, -1.589, 3.016], [-0.767, -2.699, 2.495], [-0.854, -0.922, 2.389], [1.494, -2.969, -0.337], [1.306, -4.975, 0.511], [-0.320, -5.033, 0.076], [0.004, -4.621, 1.686], [0.786, 2.883, -1.114], [-0.301, 3.407, -1.238], [-1.294, 2.684, -1.552], [-0.419, 4.915, -1.237], [-2.122, 3.121, -1.930], [-1.068, 1.703, -1.635], [0.542, 5.260, -0.856], [-1.253, 5.075, -0.554], [-0.501, 5.269, -2.265]], "lowdin_spin": [0.941, 0.000, 0.002, 0.021, 0.001, 0.000, 0.000, 0.000, 0.000, 0.001, 0.000, 0.000, 0.000, 0.020, 0.002, 0.002, 0.000, 0.000, 0.009, 0.000, 0.000, 0.000], "orbital_gap_ev": [6.35, 8.64], "s_squared": 0.753, "lumo_energy_ev": [-4.8, -4.7], "multiplicity": 2, "charge": 1}

***

{"formula": "C5H12N2O4S", "method": "ωB97M-V with the def2-TZVPD basis set", "symbols": ["C", "C", "C", "C", "C", "N", "N", "O", "O", "O", "O", "S", "H", "H", "H", "H", "H", "H", "H", "H", "H", "H", "H", "H"], "positions_angstrom": [[-0.857, -0.419, 0.556], [2.039, -1.162, 0.365], [2.219, 1.452, 0.636], [1.187, 0.280, -1.297], [0.204, 0.420, 0.853], [-3.442, -1.133, -0.706], [1.489, 0.243, 0.141], [-0.866, -1.469, -0.120], [-2.078, -0.111, 1.171], [-2.323, 1.186, -0.950], [-4.194, 0.902, 0.633], [-3.031, 0.339, -0.010], [2.715, -1.389, -0.464], [2.572, -1.390, 1.333], [1.109, -1.803, 0.588], [3.204, 1.364, 0.247], [1.812, 2.192, 0.062], [2.181, 1.475, 1.668], [0.705, -0.588, -1.434], [0.486, 1.157, -1.645], [2.193, 0.176, -1.739], [-0.267, 1.350, 1.011], [-4.372, -1.315, -0.432], [-2.685, -1.757, -0.468]], "mulliken_charge": [0.924, -0.571, -1.157, -1.044, -0.865, -0.513, 0.219, -0.897, -0.336, -0.592, -0.658, 1.222, 0.329, 0.326, 0.179, 0.458, 0.472, 0.405, 0.523, 0.296, 0.398, 0.276, 0.279, 0.327], "orbital_gap_ev": 8.68, "lumo_energy_ev": 0.4}

***

{"formula": "C5H12N2OS", "method": "ωB97M-V with the def2-TZVPD basis set", "symbols": ["C", "N", "C", "C", "N", "C", "S", "O", "C", "H", "H", "H", "H", "H", "H", "H", "H", "H", "H", "H", "H"], "positions_angstrom": [[-0.259, 0.310, 2.494], [-0.819, -0.032, 1.211], [-0.786, 0.805, 0.065], [0.635, 1.141, -0.475], [1.233, 0.122, -1.395], [0.580, -0.122, -2.606], [2.075, -1.079, -0.679], [0.316, -1.755, -0.099], [-0.842, -1.421, 0.881], [0.534, -0.396, 2.803], [0.237, 1.282, 2.549], [-1.103, 0.227, 3.411], [-1.314, 1.714, 0.277], [-1.419, 0.210, -0.657], [0.764, 2.111, -1.015], [1.326, 1.218, 0.245], [-0.134, 0.649, -2.929], [1.475, -0.190, -3.433], [0.015, -1.055, -2.637], [-0.832, -2.114, 1.682], [-1.683, -1.626, 0.306]], "mulliken_charge": [-0.965, 0.118, -0.634, -0.953, 0.068, -0.842, 0.103, -0.534, -0.616, 0.350, 0.354, 0.229, 0.337, 0.394, 0.316, 0.625, 0.346, 0.268, 0.277, 0.401, 0.360], "orbital_gap_ev": 8.09, "smiles": "CN1CCN(C)SOC1", "lumo_energy_ev": 0.0}

***

{"formula": "C5H12N2S", "method": "ωB97M-V with the def2-TZVPD basis set", "symbols": ["C", "C", "C", "C", "C", "N", "N", "S", "H", "H", "H", "H", "H", "H", "H", "H", "H", "H", "H", "H"], "positions_angstrom": [[-2.515, 0.876, -0.092], [-2.569, -0.735, -0.271], [2.249, -1.286, -0.009], [1.939, 1.212, 0.093], [1.462, -0.044, -0.491], [-1.055, 1.113, -0.103], [-1.392, -1.351, 0.405], [-0.368, -0.162, 0.420], [-2.896, 1.309, -1.070], [-3.191, 1.271, 0.708], [-3.459, -1.121, 0.314], [-2.893, -1.039, -1.243], [2.448, -1.313, 1.068], [1.717, -2.195, -0.391], [3.230, -1.173, -0.324], [1.633, 2.099, -0.540], [3.000, 1.184, 0.113], [1.445, 1.359, 1.176], [1.165, -0.011, -1.452], [0.051, 0.007, 1.689]], "mulliken_charge": [-0.399, -0.385, -1.319, -1.016, 0.029, -0.368, -0.531, 0.259, 0.240, 0.228, 0.264, 0.293, 0.336, 0.354, 0.452, 0.290, 0.427, 0.234, 0.534, 0.076], "orbital_gap_ev": 9.27, "lumo_energy_ev": 0.8}

***

Going through the records in order, we get molecular weight values of 132.163 132.163 250.874 196.228 148.231 132.232 g/mol.
Going through the records in order, we get energy relative to the best compared isomer or geometry (same formula, charge and spin) values of 2.5376 2.0058 0.7192 2.3560 2.9688 4.9000 eV.